1.
Formula: C30H43CsN5OS3
Source: the Open Molecules 2025 dataset
Level of theory: wB97M-V/def2-TZVPD

```
83
C30H43CsN5OS3 wB97M-V/def2-TZVPD
Cs 0.715 -0.211 -2.556
N 1.097 -1.317 0.870
S 1.941 -1.460 2.198
C 2.669 0.166 2.694
C 3.357 0.430 3.874
C 3.772 1.726 4.063
C 3.484 2.784 3.235
C 2.699 2.520 2.116
C 2.249 1.223 1.840
C 0.673 -1.448 3.466
C 0.220 -2.695 3.918
C -0.957 -2.823 4.641
C -1.613 -1.637 5.006
C -1.151 -0.427 4.536
C -0.005 -0.286 3.757
H 0.314 -0.627 0.964
H 3.523 -0.309 4.643
H 4.393 1.831 4.906
H 3.712 3.837 3.380
H 2.398 3.327 1.433
H 1.688 1.059 0.928
H 0.814 -3.533 3.613
H -1.330 -3.725 5.036
H -2.568 -1.730 5.527
H -1.777 0.462 4.683
H 0.359 0.655 3.396
C 6.809 -3.033 -4.706
N 5.363 -3.204 -4.961
C 4.930 -2.114 -5.847
C 4.507 -3.295 -3.792
C 4.546 -2.142 -2.822
C 5.334 -2.261 -1.675
C 5.359 -1.234 -0.719
C 4.593 -0.084 -0.896
C 3.845 -0.046 -2.091
C 3.642 -1.069 -3.010
H 7.374 -3.101 -5.665
H 7.166 -3.866 -4.099
H 7.086 -2.146 -4.108
H 5.630 -2.083 -6.714
H 4.955 -1.147 -5.320
H 3.889 -2.243 -6.173
H 4.729 -4.216 -3.307
H 3.487 -3.344 -4.132
H 5.967 -3.133 -1.475
H 6.076 -1.312 0.119
H 4.547 0.712 -0.146
H 3.151 0.805 -2.241
C -4.294 4.971 -1.205
C -5.204 3.799 -0.947
C -5.440 3.011 -2.233
C -4.215 2.337 -2.766
N -3.483 1.454 -1.831
C -3.716 0.177 -1.496
S -5.030 -0.655 -2.162
N -2.901 -0.371 -0.540
C -3.251 -1.600 0.153
C -4.490 -1.551 1.134
C -4.363 -0.390 2.055
C -5.652 -0.153 2.923
H -4.188 5.650 -0.332
H -4.610 5.679 -2.004
H -3.294 4.604 -1.495
H -6.096 4.116 -0.494
H -4.677 3.074 -0.254
H -5.690 3.653 -3.070
H -6.267 2.270 -2.087
H -3.499 3.079 -3.050
H -4.431 1.781 -3.719
H -2.932 1.975 -1.169
H -2.039 0.087 -0.308
H -2.275 -1.873 0.706
H -3.364 -2.360 -0.628
H -4.515 -2.473 1.711
H -5.470 -1.511 0.627
H -4.125 0.479 1.403
H -3.491 -0.488 2.793
H -6.470 -0.141 2.205
H -5.547 0.777 3.430
H -5.693 -0.977 3.628
O -2.104 3.138 0.253
S -0.697 2.720 0.468
N -0.149 1.478 -0.091
```

Its largest force on an atom is 2.50 eV/A. The value obtained for the HOMO-LUMO gap is 5.832 eV. The value obtained for the HOMO energy is -3.85 eV. As for the total charge: -1. The energy above the lowest of the compared OMol25 structures with the same formula, charge and spin comes out at 0.000 eV.

Mulliken population analysis, charges in e, atoms 1 to 5: 1.036 -0.358 -0.042 0.417 -0.484

2.
Formula: C6H9N
Source: the Open Molecules 2025 dataset
Level of theory: wB97M-V/def2-TZVPD

```
16
C6H9N wB97M-V/def2-TZVPD
C 0.177 1.776 0.467
C 1.389 -1.424 -0.494
C -1.190 0.435 -1.212
C -0.027 0.483 -0.203
N 1.183 -0.022 -0.710
C -0.471 -0.006 1.139
C -0.699 -0.563 2.192
H 1.061 1.881 1.079
H -0.443 2.646 0.274
H 2.322 -1.729 -0.968
H 1.448 -1.693 0.578
H 0.568 -2.043 -0.899
H -1.388 -0.599 -1.490
H -2.095 0.869 -0.782
H -0.900 0.995 -2.101
H -0.934 -1.007 3.129
```

Its largest force on an atom is 1.88 eV/A. The value obtained for the HOMO-LUMO gap (spin up / spin down) is 9.481 / 7.151 eV. The value obtained for the HOMO energy (spin up / spin down) is -9.34 / -7.48 eV. The energy above the lowest of the compared OMol25 structures with the same formula, charge and spin comes out at 6.247 eV.

natural (NBO) population analysis, charges in e, atoms 1 to 5: -0.267 -0.491 -0.581 -0.104 -0.212

3.
Formula: C7H13N3
Source: the Open Molecules 2025 dataset
Level of theory: wB97M-V/def2-TZVPD

```
23
C7H13N3 wB97M-V/def2-TZVPD
C -0.516 1.853 0.338
C 0.553 1.027 -0.252
C 1.440 0.159 0.721
C 0.565 -0.915 1.228
C 0.493 -2.018 0.309
C 1.776 -1.929 -0.424
C 2.425 -0.462 -0.153
H -0.534 2.919 -0.144
H -0.215 1.996 1.366
H 1.251 1.743 -0.754
H 0.207 0.613 -1.130
H 1.893 0.746 1.594
H -0.463 -0.607 1.567
H 0.804 -1.193 2.317
H -0.346 -2.010 -0.384
H 0.203 -2.859 0.766
H 1.609 -1.846 -1.522
H 2.531 -2.606 -0.256
H 3.798 -0.138 0.340
H 2.333 -0.008 -1.323
N -3.121 0.233 -1.541
N -2.398 0.757 -0.701
N -2.122 1.433 0.378
```

Its largest force on an atom is 8.58 eV/A. The value obtained for the HOMO-LUMO gap is 9.372 eV. The value obtained for the HOMO energy is -9.32 eV. The energy above the lowest of the compared OMol25 structures with the same formula, charge and spin comes out at 6.713 eV.

natural (NBO) population analysis, charges in e, atoms 1 to 5: -0.231 -0.442 -0.302 -0.409 -0.449

4.
Formula: C5H16NO
Source: the Open Molecules 2025 dataset
Level of theory: wB97M-V/def2-TZVPD

```
23
C5H16NO wB97M-V/def2-TZVPD
C -0.300 -1.354 -0.795
C -1.192 -0.220 -0.415
C -0.840 0.913 0.536
C -0.524 2.184 -0.189
C 0.891 2.255 -0.663
N -0.445 -2.507 0.358
H 0.690 -0.899 -0.865
H -0.220 -1.852 -1.805
H -1.744 0.317 -1.296
H -2.146 -0.565 0.103
H -1.827 1.102 1.185
H 0.070 0.729 1.291
H -1.169 2.076 -1.165
H -0.817 3.037 0.417
H 1.312 3.191 -0.920
H 1.149 1.418 -1.296
H 1.627 2.162 0.132
H -0.027 -3.435 0.126
H 0.056 -2.091 1.134
H -1.458 -2.610 0.615
H 2.367 -0.939 1.646
H 2.266 -0.975 0.079
O 1.847 -0.723 0.908
```

Its largest force on an atom is 4.56 eV/A. The value obtained for the HOMO-LUMO gap is 10.513 eV. The value obtained for the HOMO energy is -14.02 eV. As for the total charge: +1. The energy above the lowest of the compared OMol25 structures with the same formula, charge and spin comes out at 2.913 eV.

natural (NBO) population analysis, charges in e, atoms 1 to 5: -0.208 -0.503 -0.412 -0.398 -0.628